Computed, not measured: a cluster of 3 separate species, C4H15N3O in total in a non-equilibrium geometry, with wB97M-V/def2-TZVPD.

Summary:
**Energy above the lowest of the compared OMol25 structures with the same formula, charge and spin**: 150.3 kJ/mol
**⟨S²⟩**: 0.755
**LUMO (spin up / spin down)**: 3.578 / 2.931 eV
**Total charge**: -1
**Spin multiplicity**: 2
**Strongest force on any atom**: 1.9 eV/A

Atoms and positions in Å:
C 0.33 -0.66 -0.12
N 1.13 0.28 -0.86
C -1.14 -0.23 -0.10
C -1.75 -0.64 -1.48
N -1.82 -0.85 1.02
C 2.09 2.70 0.18
N 2.86 2.79 1.41
H 0.48 -1.66 -0.53
H 0.70 -0.73 0.92
H 1.84 1.64 -0.23
H 1.93 -0.15 -1.32
H -1.05 0.86 -0.10
H -1.89 -1.72 -1.37
H -2.57 0.04 -1.71
H -1.00 -0.46 -2.27
H -2.77 -0.49 0.97
H 2.60 3.27 -0.59
H 1.05 3.03 0.28
H 3.81 2.51 1.24
H 2.46 2.33 2.21
H -1.70 -4.08 0.47
H -1.93 -1.91 0.85
O -1.79 -3.27 -0.05